[1]
DFT (ωB97M-V/def2-TZVPD) results for a structure of composition C24H43EuNP2 in a non-equilibrium geometry.

XYZ file:
```
71
C24H43EuNP2 ωB97M-V/def2-TZVPD
P 0.878 -0.023 -2.710
P 2.763 -1.924 -0.207
C 2.688 -0.093 -2.472
C 3.202 -1.459 -1.965
H 2.980 0.707 -1.775
H 3.145 0.158 -3.443
H 2.812 -2.272 -2.599
H 4.299 -1.523 -2.074
C 4.651 -2.145 0.309
H 4.716 -2.591 1.314
H 5.125 -1.153 0.289
H 5.143 -2.804 -0.433
C 2.850 -3.842 -0.023
H 3.578 -4.247 -0.748
H 1.874 -4.337 -0.212
H 3.158 -4.109 1.007
C 0.308 1.594 -3.189
H -0.793 1.728 -3.073
H 0.528 1.680 -4.270
H 0.867 2.394 -2.684
C 0.379 -1.208 -3.949
H 0.268 -2.224 -3.532
H 1.143 -1.190 -4.734
H -0.594 -0.889 -4.350
Eu -1.526 2.210 -0.594
C 2.348 -1.521 1.747
C 2.745 -0.387 0.925
C 1.825 0.719 0.492
C 0.500 0.296 -0.135
C 0.397 -0.894 -1.153
C 0.930 -2.158 -0.510
C 0.177 -2.422 0.813
C 0.910 -1.829 2.057
C -3.735 2.665 -1.551
H 3.091 -1.939 2.435
H 3.745 0.008 1.137
H 2.377 1.360 -0.220
H 1.633 1.386 1.345
H -0.281 0.166 0.633
H 0.324 1.203 -0.748
H -0.688 -1.087 -1.336
H 0.786 -3.006 -1.208
H 0.106 -3.508 0.975
H -0.857 -2.043 0.808
H 0.377 -0.967 2.494
H 0.855 -2.583 2.864
H -4.455 1.968 -1.076
H -3.424 2.324 -2.569
H -4.080 3.714 -1.525
C -0.762 4.052 2.091
N -1.757 3.031 1.713
C -3.145 3.564 1.706
C -1.604 1.764 2.473
C -2.549 0.707 1.926
C -3.722 0.365 2.655
C -4.644 -0.493 2.057
C -4.387 -1.049 0.799
C -3.211 -0.720 0.087
C -2.318 0.125 0.700
H -0.834 4.293 3.171
H -0.941 4.959 1.493
H 0.253 3.673 1.875
H -3.683 3.245 0.790
H -3.724 3.239 2.591
H -3.082 4.659 1.703
H -0.545 1.462 2.403
H -1.790 1.972 3.545
H -3.877 0.805 3.645
H -5.570 -0.733 2.589
H -5.134 -1.698 0.321
H -3.020 -1.125 -0.909
```

The calculation puts the total energy at -2387.64200 hartree. The calculation puts the HOMO-LUMO gap (alpha / beta) at 3.90 / 3.86 eV. The strongest force on any atom is 5.93 eV/Å. The relative energy (zero: lowest compared OMol25 entry of this formula, charge and spin) is 47.11 kcal/mol. The multiplicity is 8.

Atom charges from the Löwdin analysis, given in e for atoms 1 to 6:
1 P 0.93
2 P 0.68
3 C -0.29
4 C -0.28
5 H 0.08
6 H 0.09

---

[2]
DFT (ωB97M-V/def2-TZVPD) results for the ion C4H9N2O with charge +1 in a non-equilibrium geometry.

XYZ file:
```
16
C4H9N2O ωB97M-V/def2-TZVPD
C 1.312 1.335 0.228
C 0.067 1.178 0.617
C 0.401 -0.975 -0.437
C -1.869 0.139 -0.397
N 1.814 0.414 -0.659
N -0.544 -0.102 0.351
O 0.824 -1.977 0.399
H 1.753 2.274 0.580
H -0.569 1.864 1.335
H 0.139 -1.082 -1.488
H -1.608 0.434 -1.390
H -2.513 -0.685 -0.351
H -2.298 0.692 0.325
H 2.586 -0.177 -0.478
H -0.688 -0.499 1.244
H 1.192 -2.835 0.122
```

As for the charge: +1. The calculation puts the total energy at -342.18060 hartree. The calculation puts the HOMO-LUMO gap at 10.06 eV. The strongest force on any atom is 4.34 eV/Å. The relative energy (zero: lowest compared OMol25 entry of this formula, charge and spin) is 110.86 kcal/mol.

Atom charges from the Löwdin analysis, given in e for atoms 1 to 6:
1 C -0.17
2 C -0.10
3 C -0.09
4 C 0.09
5 N 0.12
6 N -0.08

---

[3]
DFT (ωB97M-V/def2-TZVPD) results for a cluster of 2 separate species, C13H19N in total in a non-equilibrium geometry.

XYZ file:
```
33
C13H19N ωB97M-V/def2-TZVPD
C -3.495 1.093 -0.470
C -4.570 2.146 -1.114
C -2.528 1.946 0.284
C -4.225 0.252 0.732
H -3.215 0.299 -1.273
H -4.992 2.682 -0.338
H -3.098 2.585 0.892
H -1.834 1.383 0.975
H -1.853 2.522 -0.370
H -3.643 0.123 1.656
H -5.162 0.704 0.892
H -4.599 -0.696 0.484
H -5.299 1.644 -1.785
H -4.167 2.824 -1.867
C 4.840 0.577 0.681
C 2.147 -1.426 -0.854
C 2.920 -1.026 0.364
C 3.957 -0.173 -0.159
C 3.719 0.044 -1.483
C 1.055 -2.313 -0.754
C 0.746 -2.764 0.502
C 1.534 -2.432 1.642
C 2.612 -1.538 1.618
N 2.640 -0.748 -1.948
H 0.473 -2.771 -1.563
H -0.115 -3.483 0.725
H 2.108 -0.573 -2.808
H 1.136 -2.760 2.540
H 4.233 0.650 -2.217
H 3.255 -1.384 2.428
H 5.166 1.571 0.095
H 5.859 0.124 0.756
H 4.395 0.918 1.738
```

The calculation puts the total energy at -561.43518 hartree. The calculation puts the HOMO-LUMO gap at 8.71 eV. The strongest force on any atom is 4.91 eV/Å. The relative energy (zero: lowest compared OMol25 entry of this formula, charge and spin) is 54.95 kcal/mol.

Atom charges from the Löwdin analysis, given in e for atoms 1 to 6:
1 C -0.38
2 C -0.08
3 C -0.15
4 C -0.08
5 H 0.14
6 H 0.03

---

[4]
DFT (ωB97M-V/def2-TZVPD) results for a structure of composition C4H11BeN3O4S4Sb.

XYZ file:
```
28
C4H11BeN3O4S4Sb ωB97M-V/def2-TZVPD
Be -0.020 -0.367 0.002
C -3.988 2.010 2.471
O -3.501 0.699 2.731
C -2.648 0.098 1.867
O -2.055 -0.892 2.180
N -2.555 0.718 0.638
N -1.702 0.155 -0.329
H -4.483 2.327 3.385
H -4.726 2.015 1.663
H -3.172 2.695 2.237
H -3.362 1.193 0.274
H -1.388 0.888 -0.964
H -2.152 -0.580 -0.875
S 2.562 2.821 -1.840
Sb 2.419 0.775 -0.899
S 0.677 -0.531 -1.975
S 1.123 0.832 1.135
S 4.200 -0.610 -0.639
N 2.115 -3.254 -0.179
C 0.898 -3.831 -0.718
C -0.273 -2.918 -0.368
O -1.377 -2.946 -0.833
O 0.086 -2.002 0.566
H 2.846 -3.925 -0.004
H 1.068 -2.174 0.719
H 2.488 -2.482 -0.737
H 0.713 -4.801 -0.249
H 0.869 -3.970 -1.802
```

As for the charge: -1. The calculation puts the total energy at -2472.25447 hartree. The calculation puts the HOMO-LUMO gap at 6.39 eV. The strongest force on any atom is 0.41 eV/Å.

Atom charges from the Löwdin analysis, given in e for atoms 1 to 6:
1 Be -0.47
2 C -0.07
3 O -0.02
4 C -0.56
5 O 0.13
6 N 0.05

---

[5]
DFT (ωB97M-V/def2-TZVPD) results for a structure of composition C2H5O2S in a non-equilibrium geometry.

XYZ file:
```
10
C2H5O2S ωB97M-V/def2-TZVPD
C 1.556 1.216 1.578
S 0.243 1.013 0.290
H 1.825 0.282 2.063
H 2.425 1.576 1.034
H 1.195 2.003 2.230
O -2.175 -2.538 -2.131
C -1.733 -1.500 -1.680
O -0.728 -1.358 -0.898
H -2.149 -0.526 -2.026
H -0.460 -0.168 -0.460
```

As for the charge: -1. The calculation puts the total energy at -627.89974 hartree. The calculation puts the HOMO-LUMO gap at 7.79 eV. The strongest force on any atom is 2.43 eV/Å. The relative energy (zero: lowest compared OMol25 entry of this formula, charge and spin) is 25.77 kcal/mol.

Atom charges from the Löwdin analysis, given in e for atoms 1 to 6:
1 C -0.56
2 S 0.39
3 H 0.00
4 H -0.02
5 H -0.01
6 O -0.05

---

[6]
DFT (ωB97M-V/def2-TZVPD) results for a structure of composition C27H30InN6O3P in a non-equilibrium geometry.

XYZ file:
```
68
C27H30InN6O3P ωB97M-V/def2-TZVPD
In 1.434 -1.204 -0.009
N 4.806 -2.835 2.040
C 5.420 -3.023 0.825
C 4.542 -2.574 -0.111
N 3.412 -2.124 0.523
C 3.596 -2.297 1.823
C 2.538 -1.926 2.743
N 1.416 -1.418 2.264
C 0.582 -1.210 3.332
C 1.221 -1.591 4.472
N 2.459 -2.039 4.080
H 5.214 -3.071 2.932
H 6.406 -3.445 0.743
H 4.656 -2.540 -1.180
H -0.405 -0.799 3.221
H 0.917 -1.584 5.503
H 3.166 -2.393 4.705
C 1.369 3.185 -3.849
C 0.330 4.008 -3.101
C 0.192 3.646 -1.597
C -0.908 4.505 -0.943
C -1.130 4.172 0.528
C 1.511 3.974 -0.921
O 1.992 5.066 -0.876
N 2.180 2.896 -0.299
C 1.747 1.628 -0.340
O 2.437 0.714 0.208
N 0.597 1.257 -0.941
C -0.169 2.183 -1.488
O -1.291 1.904 -2.024
H 1.417 3.497 -4.891
H 1.130 2.118 -3.842
H 2.369 3.318 -3.429
H -0.656 3.893 -3.550
H 0.587 5.067 -3.136
H -1.830 4.355 -1.507
H -0.609 5.545 -1.067
H -1.425 3.127 0.663
H -1.928 4.785 0.942
H -0.236 4.361 1.127
H 3.062 3.105 0.153
C -0.854 -2.021 -2.503
P -1.004 -1.545 -0.772
C -1.981 -0.186 -0.549
C -2.308 0.707 -1.673
C -3.548 1.483 -1.428
C -4.032 1.671 -0.193
C -3.433 1.045 0.966
C -2.449 0.141 0.780
C -1.560 -2.933 0.233
C -0.654 -3.869 0.730
C -1.103 -4.974 1.433
C -2.464 -5.145 1.649
C -3.371 -4.217 1.157
C -2.927 -3.112 0.447
H -1.831 -2.243 -2.933
H -0.222 -2.906 -2.573
H -0.376 -1.205 -3.048
H -2.324 0.206 -2.635
H -3.999 1.959 -2.289
H -4.911 2.288 -0.055
H -3.823 1.245 1.953
H -2.071 -0.413 1.632
H 0.413 -3.755 0.557
H -0.398 -5.704 1.806
H -2.819 -6.006 2.199
H -4.432 -4.354 1.320
H -3.636 -2.390 0.061
```

As for the charge: +2. The calculation puts the total energy at -2132.18859 hartree. The calculation puts the HOMO-LUMO gap at 6.25 eV. The strongest force on any atom is 1.37 eV/Å. The relative energy (zero: lowest compared OMol25 entry of this formula, charge and spin) is 0.00 kcal/mol.

Atom charges from the Löwdin analysis, given in e for atoms 1 to 6:
1 In 1.00
2 N 0.16
3 C -0.01
4 C -0.06
5 N 0.02
6 C -0.24

---

[7]
DFT (ωB97M-V/def2-TZVPD) results for a cluster of 8 separate species, C17H53N13O8 in total in a non-equilibrium geometry.

XYZ file:
```
91
C17H53N13O8 ωB97M-V/def2-TZVPD
C 3.380 -6.116 0.666
C 2.190 -5.121 0.986
C 0.826 -5.225 0.106
O -0.195 -4.396 0.674
C -1.432 -4.597 0.022
N 1.977 -5.252 2.431
H 3.507 -6.407 -0.377
H 3.252 -7.011 1.274
H 4.330 -5.742 1.046
H 2.562 -4.111 0.816
H 0.411 -6.233 0.095
H 0.893 -4.897 -0.931
H -1.267 -4.867 -1.021
H -1.992 -3.664 -0.036
H -2.102 -5.253 0.579
H 1.047 -4.946 2.679
H 2.591 -4.609 2.911
C -1.307 4.208 2.187
C -2.397 5.165 2.674
C -1.930 6.474 3.256
O -1.151 6.292 4.514
C -0.734 7.531 4.980
N -3.170 5.512 1.464
H -1.745 3.264 1.864
H -0.683 4.016 3.060
H -0.581 4.539 1.445
H -3.051 4.584 3.324
H -2.818 7.085 3.415
H -1.321 7.092 2.596
H -0.055 8.051 4.304
H -0.373 7.330 5.988
H -1.632 8.136 5.106
H -2.584 5.783 0.687
H -3.647 4.721 1.055
C 4.741 -2.219 -1.816
C 3.643 -1.230 -1.336
C 4.036 0.189 -1.891
O 5.242 0.631 -1.232
C 5.720 1.899 -1.719
N 2.353 -1.689 -1.939
H 4.443 -3.194 -1.429
H 5.691 -2.029 -1.318
H 4.886 -2.315 -2.892
H 3.675 -1.282 -0.247
H 3.369 0.944 -1.474
H 4.092 0.173 -2.979
H 5.051 2.731 -1.499
H 5.873 1.995 -2.794
H 6.681 1.936 -1.206
H 2.332 -1.816 -2.941
H 2.081 -2.610 -1.629
C -1.182 -0.547 -0.187
O -1.839 -0.077 -1.110
N -0.286 -1.505 -0.213
N -1.145 -0.023 0.979
H 0.255 -1.909 0.538
H -0.008 -1.693 -1.166
H -0.590 -0.644 1.552
H -1.837 0.620 1.337
C 0.032 1.961 -3.533
O 0.197 2.340 -4.677
N -0.698 2.500 -2.626
N 0.498 0.824 -3.035
H -1.023 3.440 -2.802
H -1.019 1.929 -1.857
H 0.361 0.643 -2.051
H 0.916 0.213 -3.722
C -4.269 2.674 -1.148
O -3.828 2.812 -0.057
N -3.959 1.682 -1.918
N -5.186 3.357 -1.712
H -3.154 1.110 -1.701
H -4.540 1.535 -2.730
H -5.614 4.013 -1.075
H -5.718 2.996 -2.492
C -3.169 -1.977 -4.086
O -3.644 -2.571 -4.993
N -3.155 -2.269 -2.774
N -2.428 -0.948 -4.305
H -3.774 -3.027 -2.526
H -2.689 -1.634 -2.142
H -1.925 -0.683 -3.470
H -2.310 -0.571 -5.234
C 0.477 -2.104 3.467
O 0.927 -1.711 2.362
N -0.508 -2.908 3.549
N 0.799 -1.665 4.673
H -0.929 -3.107 4.445
H -0.884 -3.257 2.679
H 1.574 -1.029 4.791
H 0.569 -2.242 5.469
```

As for the charge: +1. The calculation puts the total energy at -1992.97609 hartree. The calculation puts the HOMO-LUMO gap (alpha / beta) at 8.32 / 2.79 eV. The strongest force on any atom is 6.55 eV/Å. The relative energy (zero: lowest compared OMol25 entry of this formula, charge and spin) is 0.00 kcal/mol. The multiplicity is 2.

Atom charges from the Löwdin analysis, given in e for atoms 1 to 6:
1 C -0.06
2 C -0.36
3 C -0.13
4 O -0.26
5 C -0.11
6 N 0.03

---

[8]
DFT (ωB97M-V/def2-TZVPD) results for a structure of composition C22H26FN10OsS2Sb in a non-equilibrium geometry.

XYZ file:
```
63
C22H26FN10OsS2Sb ωB97M-V/def2-TZVPD
Os -0.661 -0.313 0.195
S -2.120 -2.656 -0.218
C -2.000 -1.866 -1.687
N -1.537 -0.622 -1.736
C -1.662 -0.074 -3.014
C -0.927 1.230 -3.331
C -0.597 1.381 -4.779
C -0.796 0.393 -5.660
C -1.320 -0.902 -5.297
C -1.720 -1.132 -4.034
S -2.302 -2.597 -3.267
H -0.088 1.489 -2.669
H -0.199 2.338 -5.077
H -0.537 0.535 -6.698
H -1.364 -1.676 -6.046
N -3.771 2.082 0.057
C -2.798 2.153 1.014
N -2.843 2.944 2.077
N -1.781 2.645 2.789
N -1.102 1.726 2.223
N -1.713 1.348 1.071
C -3.314 1.852 -1.228
N -2.290 2.518 -1.754
N -2.130 1.979 -2.963
N -2.998 0.843 -3.058
N -3.786 0.863 -1.992
H -4.540 2.724 0.193
F 5.684 1.511 -2.079
C 4.546 0.883 -1.717
C 4.421 0.374 -0.436
C 3.260 -0.289 -0.092
C 2.218 -0.471 -1.012
C 1.050 -1.309 -0.684
C 2.384 0.065 -2.297
C 3.535 0.739 -2.651
H 5.234 0.488 0.262
H 3.167 -0.727 0.894
H 1.343 -2.087 0.032
H 0.704 -1.806 -1.600
H 1.620 -0.082 -3.049
H 3.667 1.135 -3.645
C -2.365 -0.954 3.949
C -0.974 -0.440 4.282
Sb 0.360 -0.557 2.577
C 1.304 -2.465 3.108
C 0.344 -3.645 3.081
C 1.945 0.788 3.189
C 2.085 1.971 2.250
H -3.038 -0.813 4.796
H -2.343 -2.013 3.692
H -2.783 -0.412 3.100
H -0.540 -1.015 5.101
H -1.018 0.611 4.569
H 1.706 -2.335 4.114
H 2.141 -2.652 2.433
H -0.469 -3.501 3.791
H 0.871 -4.560 3.353
H -0.089 -3.780 2.089
H 2.865 0.208 3.242
H 1.694 1.129 4.191
H 2.333 1.643 1.240
H 2.878 2.632 2.593
H 1.155 2.532 2.221
```

The calculation puts the total energy at -2628.40726 hartree. The calculation puts the HOMO-LUMO gap (alpha / beta) at 6.96 / 7.09 eV. The strongest force on any atom is 1.95 eV/Å. The relative energy (zero: lowest compared OMol25 entry of this formula, charge and spin) is 94.05 kcal/mol. The multiplicity is 5.

Atom charges from the Löwdin analysis, given in e for atoms 1 to 6:
1 Os 1.13
2 S 0.59
3 C -1.17
4 N -0.20
5 C -0.39
6 C -0.18